No. 1
{
  "formula": "C3H8N2",
  "method": "the ωB97M-V functional and the def2-TZVPD basis",
  "s2": 0.753,
  "total_energy_ev": -6217.06713,
  "max_force_ev_per_a": 1.64,
  "total_charge": -1,
  "spin_multiplicity": 2,
  "e_above_lowest_kcal_mol": 47.57,
  "lumo_ev": [4.0, 3.8],
  "molar_mass_g_mol": 72.1,
  "species": ["C", "N", "H", "H", "H", "C", "C", "N", "H", "H", "H", "H", "H"],
  "coordinates": [[2.01030, -2.10333, 0.43557], [1.90509, -1.37896, -0.59388], [1.09568, -2.36143, 0.95132], [2.99257, -2.50535, 0.69659], [2.74181, -1.09218, -1.08126], [-1.72193, 0.83890, -1.01414], [-0.65590, 1.36652, 1.03446], [-1.78606, 1.35300, 0.31631], [-2.55405, 0.14477, -1.23503], [-0.87551, 0.19485, -1.35188], [-1.70560, 1.66817, -1.75138], [-0.77157, 1.36037, 2.11578], [0.26249, 1.68354, 0.51323]],
  "lowdin_spin": [0.061, 0.018, 0.022, 0.004, 0.002, 0.055, 0.349, 0.334, 0.015, 0.012, 0.011, 0.058, 0.059]
}

***

No. 2
{
  "formula": "C8H29N14O10Pb",
  "method": "the ωB97M-V functional and the def2-TZVPD basis",
  "s2": 0.765,
  "total_energy_ev": -55334.46484,
  "max_force_ev_per_a": 7.17,
  "total_charge": 2,
  "spin_multiplicity": 2,
  "e_above_lowest_kcal_mol": 152.47,
  "lumo_ev": [-9.7, -11.8],
  "molar_mass_g_mol": 688.6,
  "species": ["Pb", "O", "C", "O", "O", "H", "C", "O", "N", "N", "H", "H", "H", "H", "C", "O", "N", "N", "H", "H", "H", "H", "C", "O", "N", "N", "H", "H", "H", "H", "C", "O", "N", "N", "H", "H", "H", "H", "C", "O", "N", "N", "H", "H", "H", "H", "C", "O", "N", "N", "H", "H", "H", "H", "C", "O", "N", "N", "H", "H", "H", "H"],
  "coordinates": [[-0.38309, -17.55345, -16.27520], [2.72137, -14.41989, -17.06352], [1.75458, -15.38843, -16.82694], [0.63756, -15.12226, -16.41626], [2.01633, -16.57388, -16.90213], [3.42767, -14.96530, -17.41742], [2.46480, -17.26445, -20.98261], [1.51120, -17.91293, -21.31370], [3.28376, -16.67217, -21.77090], [2.91395, -17.03561, -19.77271], [3.92494, -16.07650, -21.26676], [3.05642, -16.62298, -22.75376], [2.42488, -17.53347, -19.04260], [3.85500, -16.83370, -19.46657], [5.99146, -15.91408, -17.95315], [4.98247, -15.32505, -18.32155], [7.04308, -15.33891, -17.39717], [6.28538, -17.14421, -18.21952], [7.92973, -15.80532, -17.26898], [6.77923, -14.48278, -16.93078], [5.53098, -17.78919, -18.40650], [7.26323, -17.39633, -18.20099], [-2.28685, -12.68447, -18.10239], [-3.14121, -13.21906, -17.43796], [-2.46108, -12.07249, -19.18077], [-1.00401, -13.03626, -18.00495], [-3.35908, -11.99692, -19.63682], [-1.58921, -11.96084, -19.67824], [-0.73079, -13.80850, -17.41409], [-0.32376, -12.77180, -18.70310], [5.93019, -11.81829, -16.32963], [6.63863, -12.82214, -16.14940], [6.52412, -10.64294, -16.42470], [4.68133, -11.86109, -16.77403], [5.94542, -9.82147, -16.52665], [7.53368, -10.61772, -16.40885], [4.29755, -12.77109, -16.98551], [4.20043, -11.15723, -17.31573], [5.08889, -18.49781, -15.36376], [4.91151, -19.52379, -15.96067], [6.07323, -18.24948, -14.52523], [4.27348, -17.47554, -15.44754], [6.58133, -19.03062, -14.13567], [6.03238, -17.34214, -14.08346], [3.55505, -17.55311, -16.15319], [4.49746, -16.64135, -14.92403], [4.03136, -13.81045, -12.87753], [4.31336, -14.80672, -12.29267], [3.62170, -13.80347, -14.10511], [3.88788, -12.68792, -12.28376], [3.19836, -12.92621, -14.37212], [3.46335, -14.63505, -14.65601], [4.12294, -12.67156, -11.30163], [3.51816, -11.94832, -12.86377], [2.87333, -13.27135, -20.79835], [2.87999, -13.17313, -21.99776], [1.94650, -13.83700, -20.10558], [3.67456, -12.54945, -20.01770], [2.09950, -13.91558, -19.11034], [1.30349, -14.46307, -20.56892], [4.40335, -12.01748, -20.47155], [3.62874, -12.79526, -19.03915]],
  "lowdin_spin": [0.000, -0.001, 0.000, 0.000, 0.000, -0.001, 0.003, 0.005, 0.008, 0.021, 0.000, 0.000, 0.000, -0.001, 0.048, 0.010, 0.488, 0.271, 0.008, 0.006, 0.003, 0.003, 0.000, 0.000, 0.000, 0.000, 0.000, 0.000, 0.000, 0.000, 0.003, 0.032, 0.008, 0.002, 0.000, 0.000, 0.000, 0.000, 0.004, 0.018, 0.040, 0.008, 0.001, 0.000, 0.000, 0.000, 0.000, 0.000, 0.000, 0.000, 0.000, 0.000, 0.000, 0.000, 0.000, 0.009, 0.000, 0.003, 0.000, 0.000, 0.000, 0.000]
}

***

No. 3
{
  "formula": "C2H4HgO",
  "method": "the ωB97M-V functional and the def2-TZVPD basis",
  "s2": 2.037,
  "total_energy_ev": -8355.47424,
  "max_force_ev_per_a": 5.26,
  "total_charge": 0,
  "spin_multiplicity": 3,
  "e_above_lowest_kcal_mol": 29.73,
  "lumo_ev": [0.8, -2.8],
  "molar_mass_g_mol": 244.6,
  "species": ["H", "C", "H", "H", "C", "O", "Hg", "H"],
  "coordinates": [[0.37606, 0.43450, -2.62110], [-0.45585, -0.46578, 1.37621], [0.33651, -0.09313, 2.03028], [-1.34551, -0.90289, 1.82957], [-0.41920, -0.26110, 0.04351], [0.58450, 0.25106, -0.63345], [2.23099, 1.55448, -1.46730], [-1.30749, -0.51714, -0.55772]],
  "lowdin_spin": [0.646, 0.440, 0.019, 0.024, 0.079, 0.556, 0.235, 0.002]
}